<1>
An isolated molecule of C7H10O2, computed with ωB97M-V/def2-TZVPD.

Properties
- LUMO energy (eV) = 0.951
- charge = 0
- HOMO energy (eV) = -9.23
- SMILES = C[C@]12CC=C[C@@H](OC1)O2

Last column: Mulliken charge in e.
Element x y z (Å)
C 0.908 -1.145 0.275  -1.357
C -0.517 -0.618 -0.114  0.285
C -1.055 -0.212 1.272  -0.594
C -0.119 1.022 1.450  -0.398
C 0.577 1.592 0.442  -0.660
C 0.035 1.230 -1.004  0.348
O 0.493 0.152 -1.894  -0.470
C -0.398 -0.956 -1.644  -0.396
O -1.171 0.713 -0.672  -0.488
H 1.330 -0.808 1.249  0.403
H 0.797 -2.243 0.348  0.388
H 1.760 -0.924 -0.396  0.415
H -0.829 -0.922 2.116  0.331
H -2.092 0.114 1.237  0.350
H 0.059 1.323 2.510  0.360
H 1.320 2.379 0.631  0.415
H 0.003 2.117 -1.637  0.472
H 0.191 -1.895 -1.873  0.313
H -1.291 -0.920 -2.295  0.280

---

<2>
An isolated molecule of C7H10O2, computed with ωB97M-V/def2-TZVPD.

Properties
- LUMO energy (eV) = -0.227
- charge = 0
- HOMO energy (eV) = -9.30
- SMILES = C/C=C\C=C\C(=O)OC

Last column: Mulliken charge in e.
Element x y z (Å)
C 1.997 -0.137 -3.217  -0.758
C 1.601 1.135 -2.640  0.167
C 0.981 1.391 -1.582  -0.321
C 0.312 0.468 -0.613  0.239
C -0.229 0.873 0.604  -0.615
C -0.851 0.063 1.540  0.486
O -0.975 0.313 2.727  -0.564
O -1.038 -1.253 1.068  -0.291
C -1.636 -2.090 2.082  -0.620
H 1.438 -0.319 -4.222  0.219
H 3.064 -0.059 -3.403  0.286
H 1.708 -0.963 -2.294  0.261
H 1.641 2.174 -3.269  0.157
H 0.769 2.499 -1.490  0.179
H 0.593 -0.631 -0.860  0.085
H -0.618 1.795 0.677  0.322
H -2.636 -1.868 2.615  0.259
H -1.924 -3.339 1.854  0.228
H -0.974 -1.981 2.992  0.280

---

Which one sits at the bottom of the stability order? <1> does.

---

<1>
An isolated molecule of C7H10O2, computed with ωB97M-V/def2-TZVPD.

Properties
- LUMO energy (eV) = 0.679
- charge = 0
- HOMO energy (eV) = -9.67
- SMILES = C=C(C)[C@@H](C)[C@H]1OC1=O

Last column: Mulliken charge in e.
Element x y z (Å)
C -1.684 0.461 0.413  -0.986
C -0.627 -0.345 0.398  0.432
C -0.618 -1.681 1.081  -1.432
C 0.508 -0.168 -0.728  0.444
C 0.044 0.488 -2.019  -1.578
C 1.547 0.654 -0.004  -0.288
O 1.054 1.932 0.534  -0.384
C 1.188 0.906 1.388  0.569
O 1.349 0.686 2.547  -0.544
H -2.565 0.220 0.989  0.322
H -1.678 1.429 -0.061  0.254
H -0.820 -2.485 0.370  0.316
H 0.359 -1.870 1.528  0.334
H -1.357 -1.712 1.879  0.444
H 0.922 -1.162 -0.918  0.447
H -0.809 -0.044 -2.432  0.358
H -0.238 1.523 -1.847  0.327
H 0.862 0.476 -2.740  0.456
H 2.564 0.694 -0.377  0.508

---

<2>
An isolated molecule of C7H10O2, computed with ωB97M-V/def2-TZVPD.

Properties
- LUMO energy (spin up / spin down) (eV) = -0.805 / -0.807
- charge = 0
- HOMO energy (spin up / spin down) (eV) = -8.26 / -8.26

Last column: Mulliken charge in e.
Element x y z (Å)
C 0.820 -1.890 -0.950  -1.355
C 0.721 -0.823 0.077  1.159
C 1.390 0.436 0.348  -0.228
C 0.565 1.633 0.592  -0.956
O 1.177 -0.899 1.293  -0.478
H 2.439 0.508 0.082  0.467
H 0.210 -2.741 -0.653  0.346
H 0.495 -1.522 -1.920  0.325
H 1.869 -2.203 -1.014  0.396
H 0.071 1.591 1.564  0.255
H 1.148 2.550 0.513  0.375
C -0.564 1.580 -0.506  0.271
C -1.217 -0.095 -0.191  -0.446
C -1.820 -0.430 0.954  -0.613
O -1.456 2.471 -0.469  -0.680
H -0.045 1.416 -1.489  0.251
H -1.629 -0.467 -1.124  0.411
H -2.745 -0.991 0.976  0.283
H -1.428 -0.123 1.917  0.218

---

Which one sits at the bottom of the stability order? <2> does.

---

<1>
A structure of composition C9H12N2O, computed with ωB97M-V/def2-TZVPD.

Properties
- LUMO energy (eV) = 0.687
- charge = 0
- HOMO energy (eV) = -7.83

Last column: Mulliken charge in e.
Element x y z (Å)
C 1.242 -2.811 -1.067  -1.177
N 0.268 -1.678 -1.271  0.065
C 0.087 -0.570 -0.491  0.816
C -0.875 0.217 -0.576  -0.754
C -0.791 1.306 0.259  -0.376
C -0.007 1.388 1.281  0.576
C 1.039 0.401 1.452  -0.975
C 1.187 -0.431 0.382  -0.436
H 2.027 -1.120 0.486  0.358
H 1.807 0.781 2.125  0.279
C -0.320 2.584 2.003  -0.068
N -1.125 3.418 1.890  -0.216
O -0.873 4.501 3.048  -0.502
H -1.964 4.999 2.803  0.384
H 0.717 2.772 2.805  0.063
H -1.883 1.781 0.215  0.197
H -1.580 -0.022 -1.206  0.693
C -0.608 -2.041 -2.419  -1.037
H -1.691 -2.093 -2.191  0.279
H -0.338 -2.813 -3.108  0.398
H -0.614 -1.017 -3.132  0.283
H 1.149 -3.308 -0.132  0.407
H 0.973 -3.677 -1.814  0.333
H 2.172 -2.565 -1.343  0.414

---

<2>
An isolated molecule of C9H12N2O, computed with ωB97M-V/def2-TZVPD.

Properties
- LUMO energy (eV) = -0.513
- charge = 0
- HOMO energy (eV) = -8.72
- SMILES = Cc1ccc(CNCN=O)cc1

Last column: Mulliken charge in e.
Element x y z (Å)
C -1.057 -3.853 0.274  -1.327
C -0.475 -2.445 0.255  0.841
C 0.767 -2.153 0.883  -0.688
C 1.381 -0.874 0.683  -0.512
C 0.766 0.110 -0.108  0.601
C 1.434 1.447 -0.310  -0.976
N 0.727 2.455 0.451  -0.317
C -0.067 3.400 -0.324  -0.214
N -0.980 4.154 0.537  -0.078
O -1.827 4.825 -0.111  -0.280
C -0.517 -0.223 -0.698  -0.130
C -1.092 -1.470 -0.496  -0.701
H -2.145 -3.804 0.119  0.349
H -0.609 -4.449 -0.531  0.275
H -0.868 -4.403 1.230  0.339
H 1.244 -2.888 1.500  0.383
H 2.343 -0.685 1.166  0.307
H 2.453 1.377 0.059  0.374
H 1.538 1.675 -1.418  0.326
H 0.134 2.009 1.190  0.310
H -0.627 2.905 -1.153  0.241
H 0.570 4.109 -0.830  0.353
H -1.067 0.472 -1.344  0.224
H -2.026 -1.690 -1.022  0.299

---

Which one sits at the bottom of the stability order? <1> does.

---

<1>
A cluster of 2 separate species, C2H4Br2 in total, computed with ωB97M-V/def2-TZVPD.

Properties
- LUMO energy (spin up / spin down) (eV) = -1.302 / -2.893
- charge = 0
- HOMO energy (spin up / spin down) (eV) = -10.08 / -8.93

Last column: Mulliken charge in e.
Element x y z (Å)
C -0.461 0.581 -0.282  -0.772
C 0.706 -0.232 0.004  -0.319
Br 1.881 -0.785 -1.441  -0.088
Br -0.837 -2.234 1.831  -0.224
H -0.192 1.329 -0.982  0.385
H -1.438 0.172 -0.755  0.295
H -0.843 1.221 0.601  0.280
H 1.185 -0.051 1.025  0.443

---

<2>
An isolated molecule of C2H4Br2, computed with ωB97M-V/def2-TZVPD.

Properties
- LUMO energy (eV) = 0.494
- charge = 0
- HOMO energy (eV) = -10.33
- SMILES = BrCCBr

Last column: Mulliken charge in e.
Element x y z (Å)
Br 10.271 -6.889 -19.779  -0.182
C 8.283 -7.215 -20.001  -0.488
C 8.147 -8.604 -20.629  -0.573
Br 6.733 -9.677 -19.782  -0.164
H 7.876 -6.416 -20.621  0.321
H 7.871 -7.239 -18.992  0.361
H 9.078 -9.168 -20.574  0.368
H 8.013 -8.573 -21.710  0.357

---

Which one sits at the bottom of the stability order? <1> does.